Entry 1:
Molecular formula: C2H8NO2
Method: DFT, the ωB97M-V functional and the def2-TZVPD basis

```
13
Properties=species:S:1:pos:R:3
C 1.60277 1.45016 1.80100
O 1.31624 1.25556 0.45930
H 1.76578 0.49424 2.33184
H 2.57512 2.00282 1.85276
H 0.96033 2.17000 2.38598
N -1.56745 -1.04475 -1.89501
C -1.15092 -1.35478 -0.52786
O -0.33739 -0.40404 -0.00734
H -2.20376 -0.24920 -1.92119
H -0.79064 -0.80871 -2.49995
H -2.04847 -1.57788 0.07833
H -0.62280 -2.37028 -0.58144
H 0.69532 0.31121 0.35394
```

As for the strongest force on any atom: 2.073 eV/Å. As for the energy above the lowest of the compared OMol25 structures with the same formula, charge and spin: 97.6 kJ/mol. The net charge is -1. As for the LUMO energy: 4.52 eV.

Atomic partial charges in e from the Mulliken method, atoms 1 to 5: atom 1 (C): -0.59, atom 2 (O): -0.62, atom 3 (H): 0.21, atom 4 (H): 0.19, atom 5 (H): 0.17


Entry 2:
Molecular formula: C6H10N2O
Method: DFT, the ωB97M-V functional and the def2-TZVPD basis

```
19
Properties=species:S:1:pos:R:3
C 0.52326 -0.21422 -1.45336
N -0.20262 -0.25146 -0.18503
C 0.04810 0.49882 0.84302
C -2.02721 -0.06960 -0.37866
C 1.76802 -0.17061 1.38604
C -2.63105 -0.94405 -1.17669
C 2.92275 -0.09838 0.74149
O -2.69766 0.99110 0.12800
N -0.53748 1.22718 1.69145
H -2.15997 1.33055 0.87435
H 0.03970 1.49591 2.48685
H 1.73741 -0.41307 2.44595
H -0.15832 -0.29037 -2.30200
H 1.08414 0.71588 -1.56955
H 1.20487 -1.06492 -1.48791
H -2.08413 -1.72570 -1.68416
H -3.71014 -0.91337 -1.30892
H 3.00837 0.08997 -0.32346
H 3.87196 -0.19367 1.27257
```

As for the strongest force on any atom: 7.597 eV/Å. As for the energy above the lowest of the compared OMol25 structures with the same formula, charge and spin: 502.9 kJ/mol. The net charge is 0. As for the LUMO energy: 0.87 eV.

Atomic partial charges in e from the Mulliken method, atoms 1 to 5: atom 1 (C): -1.02, atom 2 (N): -0.10, atom 3 (C): 0.72, atom 4 (C): 0.38, atom 5 (C): -0.35


Entry 3:
Molecular formula: C16H17N5OS
Method: DFT, the ωB97M-V functional and the def2-TZVPD basis

```
40
Properties=species:S:1:pos:R:3
C 0.33936 2.12837 4.14505
S 1.55602 0.94859 3.49135
C 0.55076 -0.57209 3.46657
C -0.56745 -0.55677 2.43365
C -0.04414 -0.22013 1.03618
N -1.14889 -0.11242 0.09747
C -1.19098 0.85143 -0.85110
O -0.33332 1.70964 -0.95482
C -2.37208 0.79598 -1.75774
C -2.24704 1.29289 -3.05346
C -3.34309 1.25667 -3.89611
C -4.52922 0.72819 -3.40584
N -4.66731 0.28191 -2.16912
C -3.62132 0.31822 -1.36611
C 0.93182 -1.24807 0.57076
N 0.91095 -2.52153 0.87843
N 1.92148 -3.14192 0.28084
C 2.58757 -2.24532 -0.41830
C 3.73318 -2.35627 -1.22692
C 4.20395 -1.23487 -1.83987
C 3.54761 0.01021 -1.67446
C 2.44254 0.11504 -0.89335
N 1.98053 -0.99867 -0.27041
H 0.88102 3.04316 4.36004
H -0.09350 1.72925 5.05784
H -0.42976 2.32382 3.40361
H 1.25632 -1.37147 3.24541
H 0.14980 -0.72049 4.46932
H -1.33025 0.17500 2.70802
H -1.02167 -1.54940 2.41210
H 0.44574 0.76115 1.04556
H -1.79288 -0.88691 0.06511
H -1.29661 1.69517 -3.37249
H -3.28120 1.62860 -4.90670
H -5.41469 0.66517 -4.02425
H -3.80438 -0.03154 -0.35747
H 4.19588 -3.32284 -1.33111
H 5.08135 -1.28258 -2.46583
H 3.92722 0.88477 -2.17646
H 1.88669 1.03007 -0.75540
```

As for the strongest force on any atom: 1.198 eV/Å. As for the energy above the lowest of the compared OMol25 structures with the same formula, charge and spin: 30.9 kJ/mol. The net charge is 0. As for the LUMO energy: 0.43 eV.

Atomic partial charges in e from the Mulliken method, atoms 1 to 5: atom 1 (C): -0.82, atom 2 (S): -0.11, atom 3 (C): -0.95, atom 4 (C): -1.14, atom 5 (C): 0.18


Entry 4:
Molecular formula: C18H13Br3Cu2F16N2O23S4
Method: DFT, the ωB97M-V functional and the def2-TZVPD basis

```
81
Properties=species:S:1:pos:R:3
Cu -3.69796 -3.07148 -0.33293
Cu 0.31126 -2.91805 -0.20295
C -1.33741 -1.11339 3.01111
F -2.08554 -2.20734 3.12892
F -1.86587 -0.19315 3.80387
F -0.10801 -1.37384 3.45124
S -1.37015 -0.48045 1.22102
O -2.38318 -1.25324 0.54700
O -1.43240 0.93506 1.24178
N 0.11113 -1.09712 0.62327
S 1.20122 0.06203 0.78038
O 1.17198 1.03951 1.83290
O 2.46889 -0.63049 0.71073
C 1.10210 1.07004 -0.79117
F 0.97868 0.32496 -1.87715
F 0.06821 1.89339 -0.71678
F 2.18693 1.85093 -0.81945
C -2.38883 -2.81971 -4.17257
F -1.19241 -3.01647 -4.73940
F -3.21616 -2.33365 -5.08738
F -2.82948 -3.98931 -3.75789
S -2.26755 -1.61666 -2.77634
O -1.27618 -2.22825 -1.88660
O -1.86938 -0.36614 -3.34249
N -3.75179 -1.78517 -1.95758
S -4.41211 -0.38742 -2.22581
O -3.80813 0.75112 -1.57991
O -4.79163 -0.31442 -3.60789
C -5.99364 -0.61928 -1.16954
F -6.74004 0.47210 -1.33529
F -6.63869 -1.65790 -1.74256
F -5.75430 -0.86973 0.10493
C -1.63814 -4.94419 -0.37647
O -2.79694 -4.91961 -0.91610
O -0.42834 -4.85800 -0.85312
O -1.69898 -3.89286 0.36452
C 6.72689 1.93775 -2.21261
C 5.33190 1.39992 -2.02212
O 5.58750 0.03416 -2.35982
C 6.46607 0.06480 -3.37469
O 6.79747 -0.86901 -4.03327
O 7.05489 1.30180 -3.46773
F 4.37865 1.83169 -2.87242
H 7.39781 1.44732 -1.49996
H 6.95362 2.99066 -2.07003
H 4.99625 1.44969 -0.98883
C 0.72732 4.49355 0.95503
C 0.05648 4.86296 2.26530
O 1.07540 5.67666 2.82457
C 1.83295 6.23936 1.86765
O 2.56750 7.15846 2.01095
O 1.55435 5.61011 0.70203
F -0.19548 3.78425 3.03301
H 0.11481 4.21692 0.09928
H 1.34729 3.59770 1.06363
H -0.84897 5.47078 2.22693
C -5.64410 1.47226 5.51215
C -6.45728 0.15921 5.39851
O -5.85765 -0.49199 4.31481
C -4.98283 0.29838 3.67697
O -4.42531 0.06809 2.64804
O -4.87270 1.46384 4.31369
F -7.77727 0.38754 5.20158
H -4.99905 1.49835 6.38534
H -6.39378 2.26179 5.49964
H -6.37283 -0.48679 6.27406
C 3.91714 -2.53805 -4.29613
C 3.76809 -3.97622 -3.81989
O 2.45551 -3.93285 -3.25879
C 2.31076 -2.67570 -2.77465
O 1.56294 -2.39196 -1.87512
O 3.16777 -1.86037 -3.33187
F 4.72587 -4.17799 -2.86730
H 3.39830 -2.37389 -5.24654
H 4.97506 -2.29997 -4.38778
H 3.90144 -4.73992 -4.57996
C 4.25140 1.69654 4.10782
Br 5.03384 3.20731 5.01601
Br 4.29374 0.03083 5.13361
Br 5.05596 1.34871 2.37707
H 3.21517 1.91151 3.87757
```

As for the strongest force on any atom: 8.438 eV/Å. The spin multiplicity is 3. The net charge is 0. As for the LUMO energy (spin up / spin down): -1.08 / -4.36 eV.

Atomic partial charges in e from the Mulliken method, atoms 1 to 5: atom 1 (Cu): 0.18, atom 2 (Cu): 0.04, atom 3 (C): 0.75, atom 4 (F): -0.20, atom 5 (F): -0.18


Entry 5:
Molecular formula: C4H13NO2
Method: DFT, the ωB97M-V functional and the def2-TZVPD basis

```
20
Properties=species:S:1:pos:R:3
C 0.45433 1.05860 -1.22501
C 0.41247 0.70529 0.07391
C 0.89174 1.68084 1.15118
N 0.36431 -0.65182 0.41398
C 0.59821 -1.10417 1.78292
H 0.50442 2.05708 -1.64905
H 0.68382 0.22496 -1.89232
H 0.99706 2.70217 0.80529
H 0.32774 1.65626 2.08485
H 1.86521 1.21625 1.35185
H 0.93968 -1.19936 -0.21004
H 1.61306 -0.96212 2.18869
H -0.14772 -0.68603 2.46458
H 0.48743 -2.20121 1.69409
O -0.84564 -2.22086 -1.92147
H -0.80790 -1.26727 -2.10083
H -1.40161 -2.56485 -2.63151
O -2.52525 0.76093 -0.76175
H -2.78602 -0.13006 -0.56058
H -1.62535 0.92535 -1.05878
```

As for the strongest force on any atom: 1.916 eV/Å. As for the energy above the lowest of the compared OMol25 structures with the same formula, charge and spin: 150.9 kJ/mol. The net charge is 0. As for the LUMO energy: 0.77 eV.

Atomic partial charges in e from the Mulliken method, atoms 1 to 5: atom 1 (C): -1.19, atom 2 (C): 0.82, atom 3 (C): -1.34, atom 4 (N): -0.07, atom 5 (C): -1.05


Entry 6:
Molecular formula: C6H34N2O9
Method: DFT, the ωB97M-V functional and the def2-TZVPD basis

```
51
Properties=species:S:1:pos:R:3
C -1.15919 -3.63540 -0.16215
C -1.36659 -2.61489 0.99489
N -2.47110 -1.73172 0.48197
C -2.50128 -0.38832 1.35781
C -1.40382 0.67648 1.11556
N -0.96754 0.61156 -0.30048
C -0.35342 1.86556 -0.74190
C -0.23924 1.79709 -2.23718
H -0.84477 -3.32331 -1.17093
H -0.46995 -4.40467 0.07631
H -2.09058 -4.17612 -0.22200
H -0.36944 -2.00813 1.06004
H -1.71226 -3.13066 1.86850
H -2.25495 -1.54303 -0.45308
H -2.49328 -0.80911 2.36620
H -3.60874 -0.08880 1.21149
H -1.99182 1.64685 1.16323
H -0.69077 0.72421 1.92103
H -0.30541 -0.17386 -0.33826
H 0.58961 2.00774 -0.27663
H -0.95946 2.73901 -0.42832
H 0.79588 1.98505 -2.60500
H -0.43790 0.76806 -2.56353
H -0.86072 2.61844 -2.56728
O 3.67498 -0.73617 -1.06093
H 2.98791 -0.34535 -1.63340
H 3.55613 -0.25696 -0.25133
O -1.70698 -1.20520 -2.58574
H -1.82393 -0.92030 -1.66254
H -2.57737 -0.99102 -2.94615
O 1.48527 -1.50414 0.05630
H 1.88549 -1.64935 -0.76265
H 1.98718 -0.67828 0.27741
O 2.79731 -0.97188 2.31899
H 2.23353 -1.55606 2.28845
H 3.23828 -1.06200 3.19888
O 3.47309 1.54944 2.02334
H 2.62444 1.97121 2.19499
H 3.28259 0.63840 2.09321
O -0.43338 2.85567 3.20880
H -0.57820 2.19644 3.96113
H 0.10152 2.29794 2.56753
O 2.71743 3.06250 -0.17407
H 3.42790 3.16999 0.53566
H 2.99001 2.23849 -0.46346
O -3.97523 1.67298 -1.58995
H -3.16787 1.29497 -1.00878
H -3.48883 2.19754 -2.19800
O 1.47058 -0.73426 -2.72855
H 0.68058 -0.23307 -2.72435
H 1.30431 -1.71360 -2.48508
```

As for the strongest force on any atom: 13.530 eV/Å. As for the energy above the lowest of the compared OMol25 structures with the same formula, charge and spin: 621.0 kJ/mol. The net charge is 0. As for the LUMO energy: -0.20 eV.

Atomic partial charges in e from the Mulliken method, atoms 1 to 5: atom 1 (C): -1.43, atom 2 (C): 0.30, atom 3 (N): -0.44, atom 4 (C): -0.95, atom 5 (C): -0.57


Entry 7:
Molecular formula: C6H11N2O2
Method: DFT, the ωB97M-V functional and the def2-TZVPD basis

```
21
Properties=species:S:1:pos:R:3
C 4.08971 -0.24427 0.97660
C -0.28212 0.44591 -1.73918
C 2.00005 -1.18913 0.43439
C 0.38633 -0.03548 -2.85854
C -1.88856 1.87694 -0.55367
C -0.76325 0.93504 -0.61566
N 2.95053 -0.20193 0.49186
N -2.05328 -1.04064 3.03464
O 5.17803 -0.35381 1.29902
O 1.02258 -1.19030 -0.22899
H -0.35363 0.11708 -3.61012
H 0.54067 -1.07604 -2.88402
H -2.72640 -1.15846 2.32872
H -2.70958 1.27473 -1.02533
H -1.70383 2.79344 -1.15041
H -2.11561 2.07728 0.47214
H -0.47489 0.39423 0.25891
H -2.12608 -1.88526 3.55721
H -2.40230 -0.27745 3.56093
H 2.18841 -1.85985 1.37770
H 1.24323 0.59796 -3.12619
```

As for the strongest force on any atom: 4.791 eV/Å. As for the energy above the lowest of the compared OMol25 structures with the same formula, charge and spin: 477.6 kJ/mol. The net charge is +1. As for the LUMO energy: -5.63 eV.

Atomic partial charges in e from the Mulliken method, atoms 1 to 5: atom 1 (C): 0.68, atom 2 (C): 0.70, atom 3 (C): 0.13, atom 4 (C): -0.95, atom 5 (C): -1.18


Entry 8:
Molecular formula: C4H6N2O
Method: DFT, the ωB97M-V functional and the def2-TZVPD basis

```
13
Properties=species:S:1:pos:R:3
N -2.25200 -0.24540 0.04942
C -0.88171 -0.05619 0.13632
C -0.16877 1.05454 0.54727
C 1.17878 0.66033 0.61214
C 1.28875 -0.60915 0.09305
O 2.07272 -0.63418 -1.07542
N -0.01883 -1.08725 -0.10866
H -2.52862 -0.89797 -0.67318
H -2.74317 0.63323 -0.04785
H -0.54062 2.06359 0.63285
H 2.04929 1.27416 0.80680
H 2.85338 -0.09908 -0.91809
H -0.30919 -2.05663 -0.05466
```

As for the strongest force on any atom: 2.064 eV/Å. As for the energy above the lowest of the compared OMol25 structures with the same formula, charge and spin: 248.0 kJ/mol. The net charge is 0. As for the LUMO energy (spin up / spin down): 0.86 / 0.86 eV.

Atomic partial charges in e from the Mulliken method, atoms 1 to 5: atom 1 (N): -0.55, atom 2 (C): 0.29, atom 3 (C): -0.57, atom 4 (C): -0.53, atom 5 (C): 0.15


no.,calculated total energy (Ha)
1,-286.210097
2,-419.194955
3,-1367.127424
4,-16727.164717
5,-365.385004
6,-1035.503461
7,-494.836344
8,-340.700454